No. 1
Entry from the Open Molecules 2025 dataset: 11 unconnected molecules or ions with the total composition C66H198N33O11P11 at a distorted geometry (wB97M-V/def2-TZVPD).

Structure (ORCA input):
```
! RIJCOSX wB97M-V def2-TZVPD def2/J DEFGRID3
* xyz 0 1
P -3.08 -6.77 4.82
P -4.78 -5.98 -2.18
P 2.23 -5.31 -3.94
P 0.61 -0.62 6.94
P -4.66 8.65 -3.52
P 6.68 1.66 1.48
P 5.86 -5.23 1.81
P -1.65 -0.19 -0.46
P -7.89 1.98 -3.45
P 1.14 6.11 1.89
P 4.45 5.27 -4.83
O -2.13 -0.55 0.94
O 6.43 -4.83 0.53
O 1.78 6.06 0.55
O -3.69 -7.69 3.84
O 6.10 1.41 2.83
O 0.16 0.66 7.53
O 4.42 4.43 -6.07
O -5.88 7.70 -3.51
O -7.73 1.38 -2.09
O 1.87 -5.34 -5.41
O -3.96 -4.97 -2.85
N -0.14 0.62 -0.58
N 0.00 -2.02 7.67
N 2.98 -3.81 -3.36
N -3.11 -7.42 6.44
N 8.43 1.56 1.49
N -0.39 5.19 1.96
N 4.10 4.47 -3.41
N -4.65 10.07 -2.43
N 2.31 -0.83 7.19
N -4.15 9.21 -5.08
N -6.53 2.84 -4.03
N 6.32 3.18 0.74
N 4.56 -4.27 2.41
N 3.38 -6.52 -3.51
N -6.45 -5.24 -1.82
N -2.75 0.73 -1.39
N 7.06 -5.41 3.09
N 0.67 7.64 2.37
N -9.23 3.12 -3.56
N -4.12 -6.67 -0.74
N -5.08 -7.37 -3.28
N -3.85 -5.25 4.98
N -3.24 7.92 -2.79
N 6.18 0.60 0.19
N 5.12 -6.73 1.60
N -1.39 -6.48 4.58
N 0.90 -5.55 -2.85
N 2.14 5.45 3.17
N 3.42 6.70 -4.94
N 6.03 6.06 -4.48
N 0.34 -0.51 5.18
N -1.51 -1.60 -1.47
N -8.29 0.82 -4.56
C -5.15 10.06 -5.80
C -10.26 3.14 -2.58
C 0.08 -2.15 9.14
C 3.22 6.16 3.85
C 0.89 0.26 0.47
C -4.10 -7.61 -4.35
C 0.91 -5.96 -1.44
C 3.63 5.08 -2.12
C -5.98 -8.36 -3.03
C -4.11 0.17 -1.74
C 7.02 3.53 -0.52
C -3.89 11.37 -2.58
C -9.54 0.06 -4.51
C -4.54 -6.07 0.54
C -7.27 -0.11 -5.16
C -4.90 -4.94 4.02
C 5.89 4.29 1.47
C -0.94 -0.07 4.65
C -2.89 2.16 -1.13
C 9.09 2.20 2.65
C 0.40 1.35 -1.74
C 2.00 6.59 -4.68
C 6.21 6.87 -3.30
C 3.09 -4.63 2.20
C 1.11 8.86 1.68
C -7.54 -5.99 -1.22
C -1.90 8.47 -2.90
C -6.29 3.15 -5.41
C -5.33 10.02 -1.11
C -1.03 4.73 3.18
C -6.46 -3.86 -1.58
C 3.10 0.40 7.48
C -3.34 6.54 -2.31
C -0.90 -5.33 3.75
C -9.64 3.80 -4.81
C 2.91 -7.84 -3.53
C 4.69 0.62 -0.16
C 6.73 -5.09 4.45
C -0.54 -3.13 6.86
C 6.93 -0.69 0.14
C -2.62 -6.99 -0.72
C 2.26 4.00 3.35
C -0.51 -5.31 -3.32
C -0.36 -7.58 4.50
C -2.00 -7.44 7.38
C 4.85 -6.34 -3.63
C -0.57 -1.76 -2.64
C 9.27 1.33 0.37
C 3.50 -3.68 -1.96
C 4.43 3.05 -3.38
C -0.15 7.78 3.57
C 3.03 -2.11 7.16
C 3.65 -2.96 -4.33
C 7.17 5.15 -4.84
C 4.68 -2.79 2.38
C -2.28 -2.82 -1.14
C 4.92 -7.79 2.67
C 3.81 7.87 -5.64
C 4.57 -7.10 0.34
C -3.25 8.52 -5.99
C -4.39 -8.07 6.85
C 8.53 -5.54 2.76
C -0.78 4.46 0.71
C -6.09 3.79 -3.04
C -3.75 -4.47 6.34
C 1.30 -0.75 4.10
H 0.58 2.39 -1.46
H -0.84 5.16 -0.12
H 1.38 8.64 0.65
H 2.83 -2.50 6.16
H -3.87 -5.25 0.77
H 4.61 -7.45 3.66
H -1.92 9.51 -2.56
H 2.05 3.65 4.36
H 3.23 3.66 2.99
H 5.20 -6.96 -0.54
H 6.47 6.29 -2.41
H -4.65 -7.85 7.89
H -6.38 0.47 -5.40
H 1.13 0.84 -2.37
H 7.09 7.49 -3.44
H 4.95 -5.33 -4.01
H 6.90 4.89 -5.86
H 4.11 -2.83 -1.65
H 1.42 7.43 -5.04
H -5.27 -7.95 6.22
H 1.53 -1.82 4.03
H -6.51 3.68 -2.04
H -3.64 11.66 -1.56
H -0.69 0.90 4.22
H -4.26 -9.15 6.72
H 5.14 4.79 0.86
H 8.98 1.69 -0.62
H 4.29 1.51 0.32
H 0.00 -0.83 -2.69
H -3.13 2.42 -0.09
H -0.50 1.49 -2.35
H 2.43 -3.96 2.73
H -5.93 9.46 -6.26
H -0.43 -4.67 -4.20
H 5.51 4.07 2.47
H -4.46 -3.65 6.26
H 4.22 -8.13 0.32
H 1.47 3.48 2.81
H 6.86 2.78 -1.29
H 7.05 -4.06 4.62
H -1.34 -0.81 3.95
H 6.72 4.99 1.55
H 2.84 4.51 -1.63
H -5.00 3.85 -3.08
H -0.01 -4.88 4.21
H -5.35 -3.95 4.09
H 4.14 2.55 -4.30
H -1.93 2.59 -1.44
H 1.10 -2.21 9.53
H 4.60 0.68 -1.25
H -0.82 -8.49 4.88
H 3.38 1.01 6.62
H 4.06 -4.58 -1.70
H -1.95 -6.15 -0.86
H 8.56 1.99 3.57
H 5.40 -7.15 -4.11
H -6.18 -8.72 -4.04
H 10.16 1.95 0.41
H 7.27 -0.96 1.14
H -6.84 -8.01 -2.47
H -6.25 9.43 -1.06
H 2.20 -8.01 -2.73
H -1.16 -6.19 -3.43
H -7.05 2.55 -5.93
H -4.45 -8.34 -5.08
H -9.91 3.05 -1.55
H 3.02 -3.03 -5.21
H -2.40 9.19 -5.83
H -2.83 -3.94 6.57
H -1.02 -2.16 -3.55
H -4.47 -4.96 3.02
H 4.27 -0.27 0.30
H 8.03 5.78 -5.06
H -8.24 -6.45 -1.92
H -5.73 -5.64 4.14
H -5.39 2.62 -5.73
H -3.16 -2.70 -0.51
H -4.43 -6.79 1.35
H 2.34 -0.58 4.40
H -4.62 10.62 -6.57
H -1.79 4.05 0.73
H -7.63 -0.36 -6.16
H -3.25 -7.94 -3.76
H -0.09 -7.96 3.52
H 0.27 -5.29 -0.87
H 0.33 9.62 1.82
H -2.52 -3.21 -2.13
H 5.77 -8.47 2.68
H 1.18 -0.33 3.11
H -6.59 4.73 -3.26
H 8.87 -6.50 2.36
H 6.22 -1.43 -0.24
H -1.12 -4.65 -2.71
H 1.84 -0.06 0.04
H 4.11 6.27 3.23
H 3.70 -8.60 -3.50
H 3.32 6.09 -2.42
H 0.44 -7.44 5.23
H 7.29 4.30 -4.17
H 3.81 8.68 -4.91
H -8.83 4.31 -5.33
H -3.12 7.46 -5.75
H -0.52 -1.34 9.56
H -1.23 3.67 3.00
H -10.85 2.25 -2.79
H -10.39 4.59 -4.73
H 3.04 -5.68 2.50
H -9.98 0.00 -5.51
H -0.70 -5.71 2.75
H -2.25 -7.28 8.43
H -3.97 -0.84 -2.13
H 3.74 -1.96 -3.90
H -1.21 7.95 3.40
H -5.61 10.70 -5.05
H -0.45 -3.01 9.56
H -1.08 -3.79 7.52
H -3.72 -6.66 -4.72
H 4.02 0.29 8.06
H -2.91 11.13 -2.98
H -0.06 6.93 4.24
H 2.84 -4.70 1.14
H -7.06 -6.78 -0.65
H -3.52 8.70 -7.03
H 5.03 -2.43 1.42
H 2.55 1.09 8.13
H 5.51 2.86 -3.32
H 2.64 -3.48 -1.31
H -2.44 6.49 -1.70
H 5.25 -6.24 -2.62
H -9.71 3.09 -5.63
H -6.51 4.18 -5.68
H 2.58 -2.85 7.82
H -5.68 11.01 -0.79
H -0.03 3.70 0.48
H 9.04 3.27 2.48
H -1.71 8.48 -3.97
H -7.45 -3.44 -1.79
H -3.19 5.75 -3.05
H 0.44 -6.94 -1.40
H 5.33 7.50 -3.17
H 4.79 7.73 -6.09
H -4.72 0.83 -2.35
H 10.10 1.83 2.82
H 3.51 5.64 4.76
H 0.22 -3.68 6.30
H -2.48 -7.37 0.30
H -4.22 6.25 -1.76
H 7.92 -0.62 -0.31
H -6.87 -0.90 -4.52
H 8.96 -5.62 3.76
H 3.66 -2.43 2.46
H -4.62 0.13 -0.77
H 1.66 5.69 -5.19
H -4.64 9.62 -0.37
H -8.13 -5.46 -0.47
H -1.32 -6.63 7.11
H 9.01 -4.61 2.45
H -4.25 -5.11 7.07
H -10.37 0.55 -4.01
H -1.99 5.25 3.30
H -1.76 0.03 5.36
H -10.86 4.05 -2.63
H 9.59 0.29 0.42
H -0.43 4.98 4.05
H -1.15 7.89 -2.36
H 3.95 2.59 -2.51
H -5.77 -3.38 -2.28
H 4.12 -8.50 2.49
H 4.40 5.08 -1.35
H -9.19 -0.84 -4.00
H 5.72 -5.28 4.79
H 0.61 -0.60 1.09
H 4.68 -3.26 -4.52
H 1.90 -5.99 -0.98
H 2.83 7.09 4.25
H 3.13 7.97 -6.48
H 6.64 4.51 -0.78
H 8.10 3.71 -0.48
H -1.65 -4.54 3.73
H 7.30 -5.58 5.24
H 1.07 1.19 1.02
H 0.16 -2.56 -2.49
H 3.73 -6.41 0.22
H 2.51 -7.96 -4.54
H -1.34 -2.75 6.22
H -4.32 12.19 -3.16
H -2.30 -7.79 -1.39
H -3.67 2.60 -1.75
H -6.13 -3.64 -0.57
H 5.44 -2.50 3.11
H -1.62 -3.46 -0.55
H 4.11 -2.00 7.21
H 1.77 6.45 -3.62
H -5.54 -5.64 0.51
H 1.99 9.11 2.28
H -1.44 -8.36 7.22
H -5.52 -9.27 -2.63
H 0.28 8.57 4.20
*
```

## Properties
E = -245527.6750 eV
ΔE to the lowest compared entry with this formula, charge and spin = 285.01 kcal per mole
strongest force on any atom = 5.7 eV/Å
HOMO = -0.293 hartree

Atom charges from the Löwdin analysis, given in e for atoms 1 to 4: 0.591, 0.729, 0.675, 0.616

=====

No. 2
Entry from the Open Molecules 2025 dataset: 11 unconnected molecules or ions with the total composition C66H45FNO20 at a distorted geometry (wB97M-V/def2-TZVPD).

Structure (ORCA input):
```
! RIJCOSX wB97M-V def2-TZVPD def2/J DEFGRID3
* xyz -1 1
F 4.72 8.51 0.97
O -5.45 -5.93 0.66
O -1.34 8.27 2.57
O 4.90 -3.09 -2.58
O -0.73 -2.47 1.46
O -0.70 -5.92 -1.72
O 3.27 1.35 -4.51
O 7.55 -7.27 -0.65
O -3.71 3.61 3.51
O 4.65 -7.64 -4.31
O -0.57 -7.39 -5.26
O 2.26 0.16 4.09
O 0.68 6.36 -2.98
O 3.18 -3.64 -6.36
O -5.55 -3.95 5.07
O -10.06 -6.53 3.91
O -2.50 3.17 -0.51
O 2.76 2.04 -0.67
O -7.01 0.60 -1.66
O 4.19 3.63 7.62
O -0.03 2.73 2.30
N 2.74 11.31 -0.76
C -3.16 4.68 3.29
C 0.98 5.10 -1.00
C -0.02 10.91 -0.18
C 6.94 -6.31 -1.09
C 3.01 -1.34 -6.83
C -6.86 -5.06 3.44
C 7.00 -5.96 -2.52
C -3.33 -4.94 0.47
C -4.57 2.35 0.25
C -3.54 2.58 -0.77
C -2.83 -6.92 -1.53
C -6.59 -4.55 4.80
C 3.20 -2.49 -5.93
C -4.94 1.42 -2.42
C 1.16 5.37 -2.45
C 3.94 0.68 5.65
C -3.80 2.07 -2.13
C -5.97 1.19 -1.40
C -1.62 -0.45 2.29
C 0.68 -0.60 1.26
C 2.28 3.03 -1.20
C 3.03 -0.09 -6.37
C 2.85 -6.42 -5.21
C -5.71 1.70 -0.04
C 1.23 -8.61 -4.36
C -0.57 -1.27 1.65
C -1.13 5.93 2.74
C -1.72 4.76 2.98
C -7.99 -5.70 3.15
C 0.26 9.38 0.44
C 0.86 0.71 1.47
C 3.41 -2.21 -4.50
C 3.25 0.20 -4.94
C 5.51 -4.05 -2.13
C -7.63 -4.78 5.83
C 3.06 9.96 -0.21
C 0.63 -7.45 -5.04
C -1.88 7.20 2.78
C 4.43 1.55 6.54
C 2.50 3.11 6.06
C -1.44 0.86 2.50
C 2.54 -8.68 -4.12
C 1.54 -6.35 -5.45
C 1.95 4.39 -3.22
C -2.13 -4.94 -0.13
C -3.92 5.95 3.33
C -1.79 -5.93 -1.17
C 2.70 0.95 4.90
C 1.50 4.02 -0.43
C 3.43 -0.96 -4.03
C -9.03 -5.93 4.18
C 3.74 2.83 6.81
C 6.33 -4.91 -3.01
C -0.19 1.53 2.11
C -8.76 -5.42 5.54
C 2.02 2.23 5.17
C 1.30 11.69 -0.73
C 2.47 3.30 -2.64
C 1.88 9.01 0.38
C 4.63 9.47 -0.17
C 3.45 -7.58 -4.53
C 6.12 -5.45 -0.21
C -4.03 -6.92 -0.93
C -3.32 7.12 3.09
C 5.45 -4.40 -0.70
C -4.36 -5.93 0.11
H 3.58 -0.73 -2.99
H 1.08 -5.51 -5.95
H -2.20 1.47 2.96
H 6.08 -5.72 0.83
H 1.11 2.42 4.61
H 3.53 -5.63 -5.50
H 2.07 4.59 -4.28
H -9.53 -5.60 6.28
H -4.36 2.73 1.24
H 0.40 5.83 -0.45
H -0.07 6.01 2.52
H 3.55 -3.07 -3.85
H 5.34 1.36 7.09
H 2.99 -9.52 -3.62
H 2.20 7.96 0.82
H -2.53 -0.96 2.57
H 1.37 3.81 0.63
H 1.06 12.78 -1.19
H -5.15 1.04 -3.42
H 7.60 -6.60 -3.15
H 0.55 -9.40 -4.07
H 2.90 0.77 -7.02
H 1.44 -1.21 0.80
H 3.04 2.57 -3.20
H 4.43 -0.27 5.44
H 5.25 10.45 0.10
H 6.36 -4.63 -4.06
H -1.36 -4.22 0.13
H 1.77 1.22 1.19
H -8.20 -6.08 2.16
H 4.84 -3.76 -0.07
H -4.98 5.87 3.56
H 2.01 4.05 6.27
H -6.48 1.53 0.70
H -2.57 -7.63 -2.29
H -0.58 8.68 0.86
H -3.59 -4.22 1.24
H -1.12 11.36 -0.21
H -4.80 -7.63 -1.18
H -3.87 8.06 3.11
H 2.86 -1.56 -7.88
H -3.03 2.25 -2.88
H -6.09 -4.88 2.70
H -7.42 -4.40 6.82
H -1.18 3.82 2.96
*
```

## Properties
E = -114309.9086 eV
strongest force on any atom = 6.5 eV/Å
HOMO = -0.089 hartree

Atom charges from the Löwdin analysis, given in e for atoms 1 to 4: -0.287, 0.081, 0.072, 0.056